Computed, not measured: a single C5H8O molecule, with wB97M-V/def2-TZVPD.

Element x y z (Å)
C 1.349 0.238 0.617
C -0.014 0.152 -0.047
C -0.404 -1.150 -0.726
C -1.054 -0.774 0.562
C -0.413 1.486 -0.651
O 0.318 2.444 -0.548
H 1.653 -0.724 1.044
H 2.111 0.546 -0.106
H 1.344 0.983 1.419
H -0.996 -1.101 -1.635
H 0.338 -1.947 -0.718
H -0.762 -1.313 1.463
H -2.095 -0.467 0.545
H -1.357 1.656 -1.212

Energy ... -270.515682 a.u.
Structure (SMILES) ... CC1(C=O)CC1
Total charge ... 0
Energy above the lowest of the compared OMol25 structures with the same formula, charge and spin ... 26.5 kcal per mole

What are the Löwdin partial charges on each atom? They are as follows, in elementary charge units: atom 1 (C): -0.0447, atom 2 (C): -0.4304, atom 3 (C): -0.0932, atom 4 (C): -0.0917, atom 5 (C): -0.1937, atom 6 (O): 0.0414, atom 7 (H): 0.0848, atom 8 (H): 0.0867, atom 9 (H): 0.0868, atom 10 (H): 0.1026, atom 11 (H): 0.1083, atom 12 (H): 0.1085, atom 13 (H): 0.1026, atom 14 (H): 0.1321

***

Computed, not measured: a single C4H7FN2S molecule, with wB97M-V/def2-TZVPD.

Element x y z (Å)
C 0.061 1.571 0.091
C 0.800 2.232 -0.807
C 0.248 -0.883 -0.407
C 1.778 -0.800 -0.121
H -2.143 -0.238 1.679
H -0.271 2.190 0.891
H 1.221 3.187 -0.620
H 1.018 1.754 -1.790
H -1.072 -2.065 -0.967
H 2.170 -1.828 -0.199
H 2.311 -0.226 -0.846
N -0.484 0.242 0.012
N -0.106 -2.039 -0.819
F 1.970 -0.316 1.215
S -2.135 -0.004 0.252

Energy ... -764.103281 a.u.
Structure (SMILES) ... [H]/N=C(/CF)N(S)C=C
Total charge ... 0
Energy above the lowest of the compared OMol25 structures with the same formula, charge and spin ... 51.4 kcal per mole

What are the Löwdin partial charges on each atom? They are as follows, in elementary charge units: atom 1 (C): -0.2376, atom 2 (C): 0.0312, atom 3 (C): -0.4404, atom 4 (C): -0.1024, atom 5 (H): -0.0643, atom 6 (H): 0.0920, atom 7 (H): 0.0475, atom 8 (H): 0.0797, atom 9 (H): -0.0138, atom 10 (H): 0.1162, atom 11 (H): 0.0907, atom 12 (N): -0.4750, atom 13 (N): 0.1423, atom 14 (F): -0.0720, atom 15 (S): 0.8060

***

Computed, not measured: C27H81HfN6O15S as an isolated structure, with wB97M-V/def2-TZVPD.

Element x y z (Å)
Hf 2.148 2.004 -3.625
S -0.467 2.612 -5.007
O -1.378 1.483 -5.058
O -0.968 3.862 -5.529
O -0.003 2.777 -3.667
O 0.833 2.323 -5.654
C 0.491 -0.948 -0.830
C 0.220 0.539 -0.774
C 0.021 0.789 0.724
O 1.218 1.300 -1.433
H 1.504 -1.162 -0.489
H 0.364 -1.401 -1.813
H -0.152 -1.486 -0.133
H -0.755 0.691 -1.238
H -0.846 0.311 1.178
H -0.271 1.816 0.945
H 0.929 0.577 1.290
C 6.860 -0.481 0.122
C 5.465 0.097 0.548
C 5.417 1.629 0.613
O 6.261 2.133 1.648
C 6.028 3.467 1.964
N 4.522 -0.410 -0.432
H 7.647 -0.181 0.814
H 7.088 0.077 -0.787
H 6.884 -1.565 0.015
H 5.142 -0.330 1.497
H 4.372 1.825 0.853
H 5.510 2.067 -0.381
H 6.536 3.756 2.883
H 5.027 3.897 1.988
H 6.369 4.221 1.255
H 3.630 -0.357 0.039
H 4.743 -1.378 -0.619
C 2.275 1.888 5.561
C 1.745 1.752 4.118
C 0.295 2.353 3.974
O -0.771 1.714 4.785
C -1.833 2.634 5.129
N 2.746 2.330 3.206
H 3.265 1.433 5.525
H 1.600 1.272 6.156
H 2.244 2.895 5.977
H 1.810 0.673 3.974
H -0.047 2.366 2.940
H 0.509 3.375 4.284
H -2.689 2.136 5.585
H -2.089 3.210 4.240
H -1.406 3.287 5.890
H 3.626 1.836 3.222
H 2.999 3.252 3.533
C 4.147 -6.624 -1.916
C 4.034 -5.162 -2.156
C 2.580 -4.797 -1.648
O 1.556 -5.609 -2.211
C 0.298 -5.405 -1.675
N 5.076 -4.612 -1.355
H 3.429 -7.222 -2.477
H 4.111 -6.948 -0.876
H 5.129 -6.956 -2.253
H 4.257 -4.813 -3.165
H 2.397 -3.723 -1.662
H 2.559 -4.926 -0.566
H 0.146 -4.328 -1.739
H 0.410 -5.677 -0.625
H -0.513 -6.039 -2.032
H 4.696 -4.258 -0.489
H 5.651 -5.367 -1.011
C -2.870 -2.315 -3.972
C -2.223 -3.558 -3.477
C -2.999 -4.254 -2.373
O -3.189 -3.441 -1.259
C -3.983 -4.125 -0.268
N -2.091 -4.472 -4.572
H -3.130 -1.718 -3.098
H -3.807 -2.496 -4.500
H -2.244 -1.732 -4.647
H -1.278 -3.180 -3.087
H -2.501 -5.179 -2.084
H -3.998 -4.505 -2.732
H -3.999 -3.441 0.581
H -3.549 -5.074 0.048
H -5.025 -4.362 -0.479
H -1.541 -4.056 -5.309
H -2.983 -4.720 -4.976
C -1.556 5.126 -0.703
C -2.417 3.884 -0.998
C -3.887 4.203 -0.506
O -4.009 4.383 0.892
C -3.308 3.510 1.784
N -2.458 3.705 -2.464
H -1.432 5.401 0.344
H -1.842 6.010 -1.273
H -0.533 5.029 -1.069
H -2.048 2.970 -0.532
H -4.516 3.378 -0.840
H -4.198 5.121 -1.004
H -2.278 3.861 1.722
H -3.307 2.485 1.413
H -3.620 3.607 2.824
H -3.161 3.030 -2.729
H -1.669 3.183 -2.818
C -4.879 0.221 4.265
C -6.071 -0.292 3.458
C -5.550 -0.881 2.121
O -4.796 0.118 1.400
C -4.322 -0.292 0.120
N -6.544 -1.398 4.209
H -4.437 1.088 3.773
H -4.150 -0.582 4.370
H -5.190 0.625 5.228
H -6.909 0.379 3.273
H -6.334 -1.258 1.463
H -4.978 -1.779 2.355
H -4.449 -1.338 -0.156
H -3.277 -0.011 -0.006
H -4.703 0.364 -0.663
H -6.398 -1.178 5.184
H -7.548 -1.435 4.112
O 0.886 0.040 -4.119
H -0.066 -0.005 -4.204
H 1.194 -0.822 -4.400
O 1.790 3.444 0.830
H 2.212 3.153 1.639
H 1.370 2.658 0.482
O 3.499 0.140 -2.919
H 4.106 -0.359 -3.465
H 3.661 -0.174 -2.030
O 1.801 4.002 -1.995
H 1.751 4.020 -1.039
H 1.351 4.799 -2.274

Energy ... -2980.164683 a.u.
Total charge ... +1

Here are the Löwdin charges for atoms 1 to 99, given in e: atom 1 (Hf): 2.1968, atom 2 (S): 0.2023, atom 3 (O): -0.2848, atom 4 (O): -0.2414, atom 5 (O): -0.4348, atom 6 (O): -0.3983, atom 7 (C): -0.0680, atom 8 (C): -0.5175, atom 9 (C): -0.0653, atom 10 (O): -0.2971, atom 11 (H): 0.0618, atom 12 (H): 0.0561, atom 13 (H): 0.0892, atom 14 (H): 0.1317, atom 15 (H): 0.0981, atom 16 (H): 0.0516, atom 17 (H): 0.0855, atom 18 (C): -0.0266, atom 19 (C): -0.3949, atom 20 (C): -0.1919, atom 21 (O): -0.1373, atom 22 (C): -0.1379, atom 23 (N): 0.0272, atom 24 (H): 0.0814, atom 25 (H): 0.0801, atom 26 (H): 0.0761, atom 27 (H): 0.1410, atom 28 (H): 0.0977, atom 29 (H): 0.1263, atom 30 (H): 0.0989, atom 31 (H): 0.0739, atom 32 (H): 0.0847, atom 33 (H): 0.0768, atom 34 (H): 0.0812, atom 35 (C): -0.0578, atom 36 (C): -0.3950, atom 37 (C): -0.1385, atom 38 (O): -0.1951, atom 39 (C): -0.0739, atom 40 (N): 0.0267, atom 41 (H): 0.0778, atom 42 (H): 0.0804, atom 43 (H): 0.0845, atom 44 (H): 0.1320, atom 45 (H): 0.0861, atom 46 (H): 0.1209, atom 47 (H): 0.0840, atom 48 (H): 0.0582, atom 49 (H): 0.0872, atom 50 (H): 0.0788, atom 51 (H): 0.0882, atom 52 (C): -0.0892, atom 53 (C): -0.4301, atom 54 (C): -0.1880, atom 55 (O): -0.1816, atom 56 (C): -0.1064, atom 57 (N): 0.0149, atom 58 (H): 0.0857, atom 59 (H): 0.0976, atom 60 (H): 0.0856, atom 61 (H): 0.1333, atom 62 (H): 0.0998, atom 63 (H): 0.1154, atom 64 (H): 0.0738, atom 65 (H): 0.0932, atom 66 (H): 0.0936, atom 67 (H): 0.0610, atom 68 (H): 0.0664, atom 69 (C): -0.0673, atom 70 (C): -0.4758, atom 71 (C): -0.2319, atom 72 (O): -0.1870, atom 73 (C): -0.0847, atom 74 (N): 0.0476, atom 75 (H): 0.0754, atom 76 (H): 0.0905, atom 77 (H): 0.0731, atom 78 (H): 0.1152, atom 79 (H): 0.1058, atom 80 (H): 0.1344, atom 81 (H): 0.0695, atom 82 (H): 0.0885, atom 83 (H): 0.0938, atom 84 (H): 0.0749, atom 85 (H): 0.0822, atom 86 (C): -0.0472, atom 87 (C): -0.3914, atom 88 (C): -0.1726, atom 89 (O): -0.1806, atom 90 (C): -0.0866, atom 91 (N): 0.0593, atom 92 (H): 0.0752, atom 93 (H): 0.0875, atom 94 (H): 0.0383, atom 95 (H): 0.1057, atom 96 (H): 0.1130, atom 97 (H): 0.1302, atom 98 (H): 0.0637, atom 99 (H): 0.0788

***

In the order shown, the computed gap between HOMO and LUMO values come out to 10.776; 9.825; 4.499 eV.